ORCA calculation (ωB97M-V/def2-TZVPD) on a 8-piece molecular cluster, C48H120N8O16 overall.

Atoms and positions in Å:
C1 1.4398 -5.8759 -2.0749
O1 0.3388 -5.0839 -2.3294
C2 -0.5367 -5.1130 -1.1824
C3 -1.7109 -4.1509 -1.3822
N1 -2.3106 -4.2654 -2.7486
C4 -3.1473 -3.1360 -3.1080
C5 -3.0432 -2.6310 -4.5839
O2 -1.7443 -2.4446 -5.2106
C6 -1.1622 -1.1971 -5.2093
H1 2.0841 -5.4207 -1.3227
H2 2.0681 -6.0387 -2.9505
H3 1.0749 -6.8918 -1.9232
H4 -0.0563 -4.7311 -0.2816
H5 -0.7314 -6.1671 -0.9848
H6 -1.3994 -3.1375 -1.1292
H7 -2.5812 -4.3436 -0.7549
H8 -1.5983 -4.4671 -3.4357
H9 -2.9589 -2.2022 -2.5783
H10 -4.1455 -3.4749 -2.8307
H11 -3.5996 -1.7057 -4.7337
H12 -3.3731 -3.3607 -5.3234
H13 -0.6807 -1.2605 -4.2335
H14 -1.8218 -0.3299 -5.2402
H15 -0.2224 -1.0639 -5.7453
C7 -2.7221 -0.2478 1.5705
O3 -1.8767 0.7998 1.1841
C8 -2.0961 2.0818 1.7139
C9 -0.9963 3.1298 1.3724
N2 -1.3782 4.5034 1.8874
C10 -1.1872 5.3376 0.7605
C11 -1.9774 6.6296 1.0979
O4 -3.1030 6.5121 1.8840
C12 -3.8092 7.7290 2.2775
H16 -2.3991 -1.0690 0.9307
H17 -3.7797 -0.1096 1.3455
H18 -2.5582 -0.7013 2.5480
H19 -2.2596 1.9941 2.7880
H20 -2.9732 2.6331 1.3750
H21 -0.6836 3.1161 0.3284
H22 -0.1738 2.8283 2.0210
H23 -2.3614 4.4652 2.1154
H24 -1.6748 4.9334 -0.1267
H25 -0.1320 5.3331 0.4876
H26 -2.3481 6.9200 0.1149
H27 -1.2468 7.3727 1.4175
H28 -4.6489 7.3054 2.8284
H29 -4.2097 8.3943 1.5126
H30 -3.1159 8.3895 2.7983
C13 -2.7814 -11.6372 6.9544
O5 -2.7251 -10.7518 8.1105
C14 -2.8473 -9.3500 7.7271
C15 -1.6145 -8.9214 6.8225
N3 -1.6999 -7.5282 6.4214
C16 -2.6649 -7.2339 5.2575
C17 -2.2877 -5.9182 4.7852
O6 -1.0387 -6.0430 4.1248
C18 -0.4005 -4.8606 3.5954
H31 -2.9186 -11.2413 5.9482
H32 -3.5816 -12.3538 7.1393
H33 -1.8741 -12.2126 6.7701
H34 -2.7188 -8.7270 8.6122
H35 -3.7776 -9.0724 7.2316
H36 -1.4939 -9.4855 5.8977
H37 -0.7283 -9.2280 7.3781
H38 -0.9154 -7.0627 5.9879
H39 -3.6421 -7.4472 5.6907
H40 -2.5681 -8.0442 4.5349
H41 -2.2012 -5.2366 5.6314
H42 -3.1251 -5.7254 4.1146
H43 -1.1517 -4.2933 3.0458
H44 0.3682 -5.1453 2.8769
H45 -0.1559 -4.1744 4.4061
C19 9.4307 -3.7462 3.7895
O7 9.6692 -2.7290 2.8156
C20 8.5242 -2.1010 2.2224
C21 7.6105 -1.2122 3.0440
N4 6.3234 -0.8783 2.3672
C22 6.4971 0.0398 1.2332
C23 5.1059 0.8311 0.9284
O8 4.8844 1.9499 1.7825
C24 3.6424 2.7172 1.5332
H46 10.2329 -4.3121 4.2631
H47 8.6858 -4.3676 3.2925
H48 8.9108 -3.2725 4.6222
H49 7.9663 -3.0123 2.0069
H50 8.6659 -1.7067 1.2162
H51 8.0186 -0.2494 3.3515
H52 7.2845 -1.6800 3.9729
H53 5.8708 -0.3448 3.0957
H54 6.9328 -0.4708 0.3744
H55 7.2860 0.7110 1.5728
H56 4.2086 0.2124 0.9137
H57 5.2722 1.2480 -0.0649
H58 3.6628 3.4434 2.3459
H59 2.7766 2.0570 1.5838
H60 3.8024 3.3300 0.6461
C25 4.1010 -3.3834 3.0688
O9 4.4306 -3.9266 4.2782
C26 5.6139 -4.5293 4.2486
C27 5.4821 -5.5529 5.4260
N5 6.6033 -6.4302 5.6183
C28 7.4741 -6.0074 6.7067
C29 6.8552 -6.1197 8.0650
O10 6.5691 -4.8621 8.7206
C30 5.5206 -4.9777 9.5980
H61 3.2779 -2.6803 3.1963
H62 3.7210 -4.1654 2.4114
H63 4.9136 -2.8623 2.5625
H64 6.3790 -3.7962 4.5040
H65 5.8664 -4.9402 3.2712
H66 4.5580 -6.0813 5.1917
H67 5.3812 -4.8893 6.2848
H68 6.2640 -7.3265 5.9370
H69 7.9947 -5.0809 6.4642
H70 8.2808 -6.7334 6.8080
H71 7.6126 -6.5364 8.7289
H72 6.0099 -6.7936 7.9255
H73 4.6658 -4.5722 9.0569
H74 5.5082 -4.5595 10.6045
H75 5.2807 -5.9887 9.9273
C31 0.5768 -1.8517 1.6803
O11 0.4844 -1.4483 0.3894
C32 1.1101 -0.2771 0.1340
C33 0.5331 0.3097 -1.2155
N6 -0.5877 1.1783 -1.1066
C34 -1.5394 0.9277 -2.1992
C35 -2.4894 2.0233 -2.4580
O12 -3.4534 1.4535 -3.2866
C36 -4.4017 2.3769 -3.7794
H76 0.3391 -2.9116 1.7707
H77 -0.0373 -1.3446 2.4245
H78 1.6108 -1.6488 1.9591
H79 2.1983 -0.3102 0.1872
H80 0.7804 0.4183 0.9059
H81 0.3492 -0.5427 -1.8694
H82 1.2553 0.9286 -1.7480
H83 -1.0314 1.2458 -0.2018
H84 -2.1286 0.0642 -1.8903
H85 -1.1167 0.7173 -3.1816
H86 -1.9748 2.8530 -2.9426
H87 -2.7852 2.4204 -1.4870
H88 -5.1069 1.9492 -4.4921
H89 -3.9470 3.1535 -4.3945
H90 -4.9533 2.9219 -3.0134
C37 -0.9050 8.6984 -1.7241
O13 -0.1924 7.4980 -1.7237
C38 1.0038 7.5768 -2.4857
C39 1.8029 6.3035 -2.4682
N7 1.4489 5.5213 -3.6282
C40 1.6228 4.1408 -3.4012
C41 3.1939 3.8976 -3.4304
O14 4.0347 4.3991 -2.3428
C42 5.3858 3.9555 -2.4344
H91 -0.3750 9.5264 -1.2535
H92 -1.8277 8.6503 -1.1458
H93 -1.2436 8.9350 -2.7328
H94 1.6222 8.3305 -1.9980
H95 0.7962 7.8762 -3.5130
H96 1.5412 5.7705 -1.5541
H97 2.8661 6.5416 -2.4373
H98 0.5033 5.6493 -3.9592
H99 1.1818 3.6982 -4.2943
H100 1.2687 3.7630 -2.4421
H101 3.6291 4.3520 -4.3205
H102 3.4084 2.8305 -3.3713
H103 6.0141 4.5836 -1.8028
H104 5.6242 4.1296 -3.4836
H105 5.6978 2.9212 -2.2901
C43 -5.6157 4.2297 -6.4769
O15 -6.4525 3.7791 -7.5668
C44 -7.4011 4.7193 -7.7872
C45 -6.8329 5.7232 -8.8024
N8 -8.0339 6.4768 -9.1768
C46 -7.8286 7.5208 -10.1350
C47 -9.0445 8.3254 -10.4038
O16 -9.5766 9.0565 -9.1760
C48 -10.3970 10.1125 -9.5605
H106 -4.8869 3.4280 -6.3568
H107 -6.1767 4.4054 -5.5591
H108 -5.0510 5.1493 -6.6302
H109 -7.8677 5.1988 -6.9266
H110 -8.1467 4.1395 -8.3313
H111 -6.2592 5.2848 -9.6190
H112 -6.2373 6.3989 -8.1886
H113 -8.5225 6.8506 -8.3757
H114 -7.4932 7.0856 -11.0764
H115 -6.9771 8.1538 -9.8856
H116 -9.6902 7.7218 -11.0415
H117 -8.7977 9.0007 -11.2231
H118 -10.0291 10.7613 -10.3554
H119 -10.7065 10.8079 -8.7803
H120 -11.3173 9.7606 -10.0268

Calculated values
- Energy: -96381.655 eV
- Frontier orbital gap: 8.489 eV
- E_HOMO: -8.12 eV

Atom charges from the Löwdin analysis, given in e for atoms 1 to 99:
1 C -0.14
2 O -0.19
3 C -0.19
4 C -0.17
5 N -0.06
6 C -0.20
7 C -0.15
8 O -0.20
9 C -0.14
10 H 0.09
11 H 0.09
12 H 0.09
13 H 0.10
14 H 0.12
15 H 0.10
16 H 0.11
17 H 0.09
18 H 0.09
19 H 0.11
20 H 0.11
21 H 0.12
22 H 0.07
23 H 0.08
24 H 0.09
25 C -0.09
26 O -0.23
27 C -0.20
28 C -0.17
29 N -0.05
30 C -0.23
31 C -0.24
32 O -0.20
33 C -0.06
34 H 0.08
35 H 0.10
36 H 0.09
37 H 0.13
38 H 0.12
39 H 0.09
40 H 0.11
41 H 0.09
42 H 0.11
43 H 0.12
44 H 0.10
45 H 0.12
46 H 0.09
47 H 0.08
48 H 0.08
49 C -0.11
50 O -0.19
51 C -0.17
52 C -0.22
53 N -0.07
54 C -0.20
55 C -0.26
56 O -0.20
57 C -0.08
58 H 0.07
59 H 0.08
60 H 0.08
61 H 0.12
62 H 0.10
63 H 0.09
64 H 0.12
65 H 0.08
66 H 0.11
67 H 0.12
68 H 0.13
69 H 0.13
70 H 0.07
71 H 0.09
72 H 0.09
73 C -0.09
74 O -0.20
75 C -0.19
76 C -0.20
77 N -0.09
78 C -0.16
79 C -0.18
80 O -0.22
81 C -0.04
82 H 0.09
83 H 0.08
84 H 0.07
85 H 0.11
86 H 0.12
87 H 0.11
88 H 0.10
89 H 0.10
90 H 0.10
91 H 0.11
92 H 0.09
93 H 0.10
94 H 0.09
95 H 0.07
96 H 0.08
97 C -0.13
98 O -0.17
99 C -0.27